(1)
Molecular formula: C7H14N2
Method: DFT, ωB97M-V/def2-TZVPD

Last column: natural (NBO) charge in e.
Geometry (Å):
C  1.84  -1.52  1.04  -0.681
C  -0.78  0.72  1.57  -0.625
C  -2.11  0.11  -0.50  -0.651
C  0.22  1.10  -0.75  0.163
C  1.11  -0.92  -0.14  0.324
C  -0.80  0.55  0.08  -0.105
N  0.10  2.32  -1.40  -0.810
N  0.55  -1.89  -0.98  -0.799
C  1.40  0.39  -0.58  -0.399
H  0.57  2.41  -2.28  0.375
H  -0.82  2.75  -1.37  0.380
H  0.01  -2.60  -0.49  0.365
H  0.01  -1.49  -1.74  0.380
H  2.39  0.85  -0.49  0.197
H  1.13  -1.77  1.83  0.227
H  2.39  -2.42  0.76  0.223
H  2.55  -0.80  1.46  0.227
H  -1.50  1.49  1.88  0.194
H  -1.07  -0.20  2.09  0.188
H  -2.96  0.70  -0.12  0.199
H  -2.12  0.15  -1.59  0.205
H  -2.32  -0.93  -0.20  0.204
H  0.21  1.01  1.93  0.218

Values from the calculation:
SMILES	CC(C)=C(N)/C=C(/C)N
E	-384.52794	Eh
relative energy (zero: lowest compared OMol25 entry of this formula, charge and spin)	2.8286	eV

=====

(2)
Molecular formula: C7H14N2
Method: DFT, ωB97M-V/def2-TZVPD

Last column: natural (NBO) charge in e.
Geometry (Å):
C  1.23  3.29  -1.64  -0.648
C  1.33  -0.31  -1.61  0.148
C  1.04  1.79  -1.54  0.108
C  -0.17  1.28  -1.92  -0.139
N  1.96  0.83  -1.27  -0.461
N  0.05  -0.09  -2.00  -0.514
H  1.87  -1.22  -1.41  0.207
H  -0.58  -0.84  -2.20  0.416
H  -1.10  1.66  -2.32  0.216
H  0.68  3.77  -0.85  0.221
H  1.12  3.72  -2.63  0.221
H  2.30  3.43  -1.39  0.225
C  -0.42  -1.44  2.27  -0.408
C  -0.31  -2.11  0.88  -0.607
C  -1.84  -1.14  2.67  -0.620
H  0.11  -2.09  2.96  0.202
H  0.14  -0.50  2.15  0.205
H  -1.00  -1.67  0.17  0.194
H  -2.58  -1.76  2.15  0.201
H  -1.97  -1.30  3.75  0.212
H  -0.28  -3.21  0.97  0.206
H  0.68  -1.92  0.43  0.203
H  -2.25  -0.17  2.38  0.211

Values from the calculation:
SMILES	Cc1c[nH]cn1.CCC
E	-384.59990	Eh
relative energy (zero: lowest compared OMol25 entry of this formula, charge and spin)	0.8706	eV

=====

(3)
Molecular formula: C7H14N2
Method: DFT, ωB97M-V/def2-TZVPD

Last column: natural (NBO) charge in e.
Geometry (Å):
C  1.37  3.46  -0.17  -0.643
C  1.68  0.18  1.43  0.133
C  1.34  1.99  0.14  0.097
C  1.72  0.88  -0.68  -0.101
N  1.27  1.46  1.46  -0.468
N  2.12  -0.20  0.15  -0.545
H  1.84  -0.22  2.52  0.228
H  2.47  -1.09  -0.13  0.421
H  1.68  0.66  -1.67  0.202
H  1.08  3.54  -1.24  0.218
H  2.36  3.99  -0.01  0.230
H  0.56  3.98  0.37  0.228
C  -1.81  -1.48  0.42  -0.399
C  -1.84  -3.04  -0.11  -0.615
C  -1.70  -0.55  -0.76  -0.618
H  -2.63  -1.10  1.17  0.205
H  -0.92  -1.38  1.01  0.196
H  -0.81  -3.38  0.02  0.202
H  -2.62  0.04  -1.04  0.203
H  -2.10  -3.19  -1.14  0.202
H  -2.58  -3.67  0.48  0.209
H  -1.01  0.18  -0.49  0.214
H  -1.47  -1.06  -1.71  0.198

Values from the calculation:
SMILES	Cc1c[nH]cn1.CCC
E	-384.55763	Eh
relative energy (zero: lowest compared OMol25 entry of this formula, charge and spin)	2.0207	eV

=====

(4)
Molecular formula: C7H14N2
Method: DFT, ωB97M-V/def2-TZVPD

Last column: natural (NBO) charge in e.
Geometry (Å):
C  1.50  0.08  -0.01  0.091
C  2.78  0.03  -0.76  -0.255
C  0.39  1.02  -0.50  -0.434
C  1.53  -0.15  1.48  -0.605
C  -2.12  0.22  1.18  -0.661
N  1.85  -1.08  -0.81  -0.603
C  -1.90  -0.08  -0.27  0.216
N  -2.99  -0.70  -0.88  -0.815
C  -0.82  0.27  -0.98  -0.307
H  1.34  -1.15  -1.68  0.354
H  -3.53  -1.29  -0.26  0.370
H  -2.79  -1.14  -1.76  0.375
H  3.70  -0.18  -0.23  0.188
H  2.91  0.65  -1.64  0.186
H  0.13  1.70  0.31  0.212
H  0.77  1.62  -1.33  0.213
H  -0.80  -0.03  -2.03  0.185
H  2.36  -0.80  1.73  0.219
H  0.61  -0.64  1.80  0.208
H  1.63  0.79  2.01  0.203
H  -1.39  0.92  1.56  0.222
H  -3.11  0.63  1.33  0.220
H  -2.05  -0.69  1.76  0.218

Values from the calculation:
SMILES	C/C(N)=C\C[C@]1(C)CN1
E	-384.58343	Eh
relative energy (zero: lowest compared OMol25 entry of this formula, charge and spin)	1.3187	eV

=====

(5)
Molecular formula: C7H14N2
Method: DFT, ωB97M-V/def2-TZVPD

Last column: natural (NBO) charge in e.
Geometry (Å):
C  1.80  -1.12  0.27  -0.497
C  1.53  -1.47  -1.22  -0.594
C  1.80  0.33  0.56  0.340
C  1.28  1.39  -0.22  0.122
C  2.49  2.22  1.39  0.330
N  2.65  0.92  1.52  -0.421
N  1.72  2.54  0.25  -0.507
H  1.17  -1.63  0.98  0.287
H  2.78  -1.43  0.60  0.277
H  2.47  -1.65  -1.72  0.239
H  0.40  1.43  -0.85  0.261
H  2.75  3.02  2.08  0.248
H  1.61  3.50  -0.06  0.464
H  1.17  -0.55  -1.71  0.199
H  0.87  -2.33  -1.26  0.249
C  -2.69  -0.18  -0.11  -0.625
C  -3.88  -1.15  -0.05  -0.610
H  -2.06  -0.28  0.80  0.191
H  -2.20  -0.26  -1.06  0.203
H  -3.02  0.85  0.12  0.208
H  -4.61  -0.71  -0.74  0.210
H  -4.40  -1.29  0.88  0.218
H  -3.65  -2.13  -0.45  0.208

Values from the calculation:
net charge	+1
E	-384.29885	Eh
relative energy (zero: lowest compared OMol25 entry of this formula, charge and spin)	0.7788	eV
spin multiplicity	2
<S²>	0.761

=====

(6)
Molecular formula: C7H14N2O
Method: DFT, ωB97M-V/def2-TZVPD

Last column: natural (NBO) charge in e.
Geometry (Å):
C  -1.36  0.02  -0.20  0.085
C  2.00  -0.67  -0.24  -0.138
C  -0.74  1.30  -1.00  -0.085
C  -2.75  -0.28  -0.73  -0.612
C  -1.38  0.22  1.32  -0.614
C  2.50  0.68  0.31  -0.594
C  0.60  -0.43  -0.72  0.608
N  1.94  -1.62  0.86  -0.837
O  0.46  0.82  -1.50  -0.536
N  -0.42  -1.10  -0.42  -0.490
H  2.63  -0.98  -1.08  0.198
H  2.83  -2.07  0.99  0.360
H  1.22  -2.32  0.69  0.384
H  -0.57  2.13  -0.31  0.170
H  -1.42  1.59  -1.82  0.181
H  -2.73  -0.38  -1.82  0.212
H  -3.42  0.53  -0.46  0.206
H  -3.12  -1.21  -0.30  0.216
H  -0.37  0.27  1.72  0.218
H  -1.90  1.14  1.58  0.207
H  -1.89  -0.62  1.79  0.219
H  1.82  1.04  1.08  0.208
H  2.57  1.42  -0.48  0.224
H  3.48  0.53  0.76  0.211

Values from the calculation:
SMILES	C[C@@H](N)C1=NC(C)(C)CO1
E	-459.83129	Eh
relative energy (zero: lowest compared OMol25 entry of this formula, charge and spin)	1.2940	eV

=====

(7)
Molecular formula: C7H14N2O4
Method: DFT, ωB97M-V/def2-TZVPD

Last column: natural (NBO) charge in e.
Geometry (Å):
C  -1.68  0.04  -1.22  -0.161
C  -0.22  0.14  -0.21  0.699
C  -2.43  1.29  -0.60  0.099
C  -2.75  1.50  0.98  -0.615
C  1.28  -1.56  0.73  -0.136
C  2.23  -0.35  0.93  0.785
C  2.23  -2.64  0.15  -0.626
H  -2.00  -1.78  -0.34  0.382
H  -2.39  -1.78  -2.07  0.404
H  -1.22  0.23  -2.25  0.225
H  -3.40  1.45  -1.12  0.181
H  -1.17  2.99  -0.63  0.487
H  -2.75  0.44  1.35  0.193
H  -1.91  1.92  1.48  0.226
H  -3.63  1.97  1.12  0.209
H  -0.46  -1.61  -0.86  0.429
H  0.89  -1.82  1.80  0.234
H  2.88  -2.35  -0.67  0.241
H  1.71  -3.49  -0.31  0.214
H  2.77  -3.10  0.90  0.223
H  3.48  0.72  0.24  0.498
N  -2.21  -1.24  -1.23  -0.874
N  0.15  -1.14  -0.19  -0.665
O  0.22  1.17  0.26  -0.622
O  -1.80  2.49  -1.14  -0.763
O  2.34  0.33  1.93  -0.567
O  2.94  0.05  -0.22  -0.697

Values from the calculation:
SMILES	C[C@H](NC(=O)[C@@H](N)[C@@H](C)O)C(=O)O
E	-685.51880	Eh
relative energy (zero: lowest compared OMol25 entry of this formula, charge and spin)	2.9951	eV

=====

(8)
Molecular formula: C7H14N2OS
Method: DFT, ωB97M-V/def2-TZVPD

Last column: natural (NBO) charge in e.
Geometry (Å):
C  -1.43  -2.14  -0.84  0.846
C  -1.21  -0.17  -5.58  -0.628
C  0.94  -1.78  -5.44  -0.609
C  1.11  0.83  5.02  0.112
C  0.53  -0.53  5.26  -0.673
C  -1.62  0.23  -1.74  -0.397
C  1.63  2.47  3.37  -0.444
N  -1.24  -1.18  -1.51  -0.548
N  1.11  1.17  3.80  -0.420
O  -1.69  -3.16  -0.37  -0.534
S  0.33  -0.32  -5.05  0.385
H  -1.65  0.82  -5.51  0.219
H  -1.60  -1.01  -6.24  0.210
H  0.31  -2.45  -6.08  0.212
H  1.94  -1.89  -5.14  0.216
H  1.45  1.46  5.82  0.154
H  0.53  -1.04  4.28  0.248
H  -0.63  -0.37  5.46  0.220
H  0.85  -1.10  6.21  0.223
H  -2.20  0.63  -0.97  0.203
H  -0.65  0.71  -1.77  0.212
H  -2.01  0.27  -2.74  0.214
H  0.86  3.17  3.15  0.201
H  2.18  3.08  4.20  0.168
H  2.16  2.31  2.41  0.211

Values from the calculation:
E	-857.83926	Eh
relative energy (zero: lowest compared OMol25 entry of this formula, charge and spin)	0.0000	eV
spin multiplicity	3
<S²>	2.009

=====

(9)
Molecular formula: C7H14N2OSi
Method: DFT, ωB97M-V/def2-TZVPD

Last column: natural (NBO) charge in e.
Geometry (Å):
C  3.16  0.46  -0.65  -0.067
C  2.03  -0.32  -0.90  -0.154
C  2.14  0.23  1.19  0.132
C  -1.53  -0.02  -1.80  -1.080
C  -0.58  1.94  0.41  -1.082
C  -2.62  -0.60  1.16  -1.108
C  0.16  -1.08  0.58  -0.099
N  3.19  0.82  0.61  -0.444
N  1.47  -0.53  0.31  -0.362
O  -0.05  -2.40  0.01  -0.723
Si  -1.27  0.19  0.10  1.537
H  3.82  0.89  -1.27  0.198
H  1.60  -0.73  -1.81  0.216
H  1.91  0.46  2.18  0.204
H  -1.37  -1.03  -1.89  0.233
H  -2.36  0.38  -2.23  0.239
H  -0.80  0.47  -2.46  0.240
H  -0.62  2.45  1.40  0.246
H  0.34  1.76  0.10  0.225
H  -1.14  2.66  -0.16  0.244
H  -2.87  0.17  1.93  0.247
H  -3.36  -1.05  0.49  0.251
H  -2.15  -1.42  1.66  0.241
H  0.22  -1.22  1.72  0.189
H  0.68  -2.46  -0.67  0.475

Values from the calculation:
SMILES	C[Si](C)(C)[C@@H](O)n1ccnc1
E	-749.32376	Eh
relative energy (zero: lowest compared OMol25 entry of this formula, charge and spin)	2.1992	eV

=====

(10)
Molecular formula: C7H14N2S
Method: DFT, ωB97M-V/def2-TZVPD

Last column: natural (NBO) charge in e.
Geometry (Å):
C  1.24  2.48  1.59  -0.505
C  0.60  1.15  1.21  -0.636
S  3.03  2.40  1.95  -0.064
H  1.28  3.12  0.72  0.218
H  0.76  2.99  2.41  0.215
H  -0.45  1.00  1.48  0.227
H  3.08  1.69  3.08  0.115
H  1.11  0.27  1.61  0.215
H  0.63  1.06  0.12  0.212
C  -2.86  -0.64  -1.24  -0.428
C  -2.62  0.41  -2.32  -0.604
C  -1.64  -1.51  -1.07  0.095
C  -0.63  -1.85  -1.90  -0.112
C  -0.03  -2.24  0.19  0.179
N  -1.19  -1.68  0.24  -0.464
N  0.43  -2.29  -1.12  -0.540
H  -3.09  -0.24  -0.27  0.229
H  -3.72  -1.28  -1.49  0.210
H  -2.46  -0.04  -3.30  0.205
H  -0.46  -1.85  -2.97  0.214
H  0.59  -2.73  0.92  0.195
H  1.03  -3.02  -1.46  0.406
H  -1.86  1.10  -1.98  0.210
H  -3.47  1.09  -2.46  0.208

Values from the calculation:
SMILES	CCc1c[nH]cn1.CCS
E	-782.79556	Eh
relative energy (zero: lowest compared OMol25 entry of this formula, charge and spin)	0.9707	eV

=====

(11)
Molecular formula: C7H14N3
Method: DFT, ωB97M-V/def2-TZVPD

Last column: natural (NBO) charge in e.
Geometry (Å):
C  -1.92  -1.60  -0.19  0.085
C  -0.67  -1.27  -0.18  -0.175
C  -3.20  0.31  0.56  0.229
C  -3.31  1.24  -0.55  -0.720
C  2.74  1.02  -0.65  -0.445
C  2.59  -1.21  0.50  -0.436
C  0.67  0.53  0.68  0.173
N  -2.75  -0.83  0.55  -0.378
N  -0.31  -0.12  0.31  -0.366
N  2.16  0.24  0.51  -0.404
H  -2.24  -2.59  -0.61  0.243
H  0.22  -1.89  -0.62  0.162
H  -3.62  0.70  1.42  0.184
H  -4.28  1.29  -0.96  0.260
H  -3.10  2.29  -0.29  0.240
H  -2.75  1.11  -1.49  0.233
H  2.86  2.10  -0.48  0.260
H  3.59  0.39  -1.03  0.242
H  2.07  0.96  -1.57  0.246
H  2.30  -1.87  1.42  0.267
H  2.29  -1.66  -0.43  0.230
H  3.69  -1.23  0.49  0.235
H  0.46  1.49  1.23  0.200
H  2.52  0.60  1.39  0.435

Values from the calculation:
net charge	+1
SMILES	C\C=N/C=C\N=C/[NH+](C)C
E	-439.00715	Eh
relative energy (zero: lowest compared OMol25 entry of this formula, charge and spin)	4.9266	eV

=====

(12)
Molecular formula: C7H14N3
Method: DFT, ωB97M-V/def2-TZVPD

Last column: natural (NBO) charge in e.
Geometry (Å):
C  2.05  1.29  0.17  -0.029
C  0.81  1.60  0.57  -0.041
C  0.96  -0.58  0.30  0.225
C  -1.84  1.57  -0.94  -0.564
C  3.15  -0.88  -0.51  -0.399
C  -2.19  -1.72  -0.08  -0.414
C  -1.22  0.44  0.95  0.178
N  2.11  -0.02  -0.04  -0.283
N  0.09  0.41  0.61  -0.308
N  -1.77  -0.82  1.02  -0.655
H  2.97  1.91  -0.01  0.261
H  0.34  2.46  0.94  0.248
H  0.77  -1.62  0.29  0.246
H  -1.30  0.98  -1.68  0.189
H  -2.88  1.49  -0.79  0.208
H  -1.40  2.51  -0.97  0.187
H  3.71  -0.19  -1.18  0.236
H  3.64  -1.44  0.21  0.233
H  2.65  -1.58  -1.13  0.221
H  -1.50  -1.54  -0.94  0.195
H  -2.17  -2.75  0.17  0.218
H  -3.27  -1.61  -0.33  0.209
H  -1.51  1.26  1.56  0.242
H  -2.19  -1.16  1.80  0.396

Values from the calculation:
net charge	+1
E	-439.01948	Eh
relative energy (zero: lowest compared OMol25 entry of this formula, charge and spin)	4.5910	eV